{
  "formula": "C35H36BrF40O7",
  "method": "ωB97M-V with the def2-TZVPD basis set",
  "total_charge": -1,
  "gap_ev": 3.9,
  "species": ["C", "C", "C", "C", "C", "C", "Br", "C", "C", "O", "C", "C", "O", "H", "H", "H", "H", "H", "H", "H", "H", "H", "H", "H", "H", "H", "H", "H", "H", "C", "C", "C", "F", "F", "F", "F", "O", "C", "C", "F", "F", "F", "F", "H", "H", "H", "H", "C", "C", "C", "F", "F", "F", "F", "O", "C", "C", "F", "F", "F", "F", "H", "H", "H", "H", "C", "C", "C", "F", "F", "F", "F", "O", "C", "C", "F", "F", "F", "F", "H", "H", "H", "H", "C", "C", "C", "F", "F", "F", "F", "O", "C", "C", "F", "F", "F", "F", "H", "H", "H", "H", "C", "C", "C", "F", "F", "F", "F", "O", "C", "C", "F", "F", "F", "F", "H", "H", "H", "H"],
  "coordinates": [[0.37, 1.21, 2.09], [1.45, 0.63, 1.58], [1.78, 0.46, 0.17], [1.07, 1.50, -0.71], [2.08, 2.54, -1.26], [3.17, 1.96, -2.14], [4.79, 1.40, -1.18], [1.28, -0.94, -0.25], [2.04, -1.35, -1.48], [1.80, -2.76, -1.86], [2.14, -2.99, -3.10], [3.45, -2.56, -3.65], [1.38, -3.53, -3.78], [0.46, 1.73, 3.02], [-0.54, 1.20, 1.54], [2.19, 0.25, 2.26], [0.31, 2.07, -0.21], [0.57, 1.01, -1.54], [1.53, 3.23, -1.87], [2.49, 3.02, -0.40], [3.52, 2.74, -2.78], [2.84, 1.17, -2.78], [0.22, -0.90, -0.53], [1.41, -1.67, 0.53], [1.73, -0.73, -2.30], [3.08, -1.18, -1.31], [4.26, -3.11, -3.19], [3.67, -1.52, -3.49], [3.46, -2.73, -4.70], [-2.03, 3.18, -4.71], [-1.22, 3.55, -3.46], [-1.93, 3.35, -2.12], [-3.04, 4.13, -2.04], [-1.12, 3.71, -1.10], [-0.77, 4.82, -3.57], [-0.14, 2.74, -3.46], [-2.67, 4.25, -5.39], [-3.89, 4.67, -4.96], [-3.84, 6.10, -4.44], [-2.97, 6.19, -3.41], [-5.05, 6.48, -3.99], [-4.41, 3.83, -4.04], [-4.72, 4.65, -6.03], [-1.30, 2.80, -5.43], [-2.72, 2.35, -4.53], [-2.21, 2.31, -1.98], [-3.52, 6.79, -5.23], [4.66, -4.05, 4.76], [4.51, -2.70, 4.03], [3.38, -1.78, 4.51], [2.17, -2.35, 4.35], [3.38, -0.65, 3.78], [4.41, -2.93, 2.71], [5.67, -2.02, 4.23], [4.09, -5.20, 4.14], [2.76, -5.49, 4.33], [1.97, -5.41, 3.02], [2.06, -4.19, 2.48], [0.66, -5.65, 3.28], [2.22, -4.71, 5.29], [2.68, -6.76, 4.79], [5.73, -4.26, 4.77], [4.37, -3.98, 5.81], [3.51, -1.51, 5.56], [2.34, -6.14, 2.30], [1.94, -6.44, -2.43], [2.30, -7.53, -3.46], [1.24, -8.59, -3.71], [0.97, -9.30, -2.59], [1.70, -9.47, -4.65], [3.48, -8.11, -3.12], [2.51, -6.89, -4.64], [2.46, -6.63, -1.12], [1.77, -7.41, -0.24], [2.58, -8.64, 0.17], [2.88, -9.39, -0.91], [1.86, -9.40, 1.02], [0.56, -7.76, -0.71], [1.57, -6.67, 0.88], [2.42, -5.54, -2.78], [0.88, -6.21, -2.42], [0.32, -8.14, -4.09], [3.51, -8.33, 0.66], [-0.82, 9.15, 0.72], [-0.86, 10.44, -0.12], [-1.89, 11.48, 0.30], [-3.15, 10.99, 0.21], [-1.80, 12.55, -0.53], [-1.02, 10.12, -1.42], [0.36, 11.03, 0.00], [-1.51, 8.04, 0.20], [-2.85, 7.93, 0.45], [-3.66, 7.99, -0.85], [-3.44, 9.16, -1.49], [-4.98, 7.91, -0.57], [-3.27, 8.86, 1.34], [-3.06, 6.72, 1.01], [0.23, 8.84, 0.73], [-1.07, 9.34, 1.76], [-1.71, 11.81, 1.32], [-3.38, 7.17, -1.51], [-4.70, -3.09, 3.50], [-3.71, -3.17, 2.32], [-2.22, -3.21, 2.70], [-1.86, -2.08, 3.35], [-1.47, -3.29, 1.58], [-3.95, -2.17, 1.46], [-3.98, -4.34, 1.67], [-5.22, -1.80, 3.82], [-4.51, -0.98, 4.67], [-4.07, 0.31, 3.96], [-3.31, 0.04, 2.90], [-3.36, 1.07, 4.82], [-3.48, -1.62, 5.23], [-5.35, -0.63, 5.68], [-5.58, -3.65, 3.17], [-4.33, -3.60, 4.38], [-1.99, -4.07, 3.33], [-4.94, 0.88, 3.63]]
}

=====

{
  "formula": "FH3N2OS",
  "method": "ωB97M-V with the def2-TZVPD basis set",
  "smiles": "N=S(=N)=O.F",
  "gap_ev": 11.3,
  "relative_energy_kj_mol": 61.68,
  "species": ["N", "S", "N", "O", "H", "H", "F", "H"],
  "coordinates": [[-0.73, -1.55, 0.05], [-0.98, -0.04, -0.04], [0.16, 1.01, -0.15], [-2.32, 0.47, -0.04], [0.22, -1.73, 0.17], [-0.21, 1.93, 0.16], [2.37, -0.30, -0.12], [1.51, 0.20, -0.03]]
}

=====

{
  "formula": "C4H9N",
  "method": "ωB97M-V with the def2-TZVPD basis set",
  "total_charge": -1,
  "gap_ev": [2.6, 7.8],
  "s2": 0.7504,
  "spin_multiplicity": 2,
  "relative_energy_kj_mol": 123.24,
  "species": ["C", "C", "H", "H", "H", "H", "C", "C", "N", "H", "H", "H", "H", "H"],
  "coordinates": [[2.07, 0.92, 1.86], [0.94, 1.57, 2.04], [2.11, 0.09, 1.17], [3.02, 1.30, 2.24], [0.02, 1.34, 1.52], [0.88, 2.47, 2.63], [-1.10, 0.22, -1.67], [-1.08, -1.11, -1.83], [-0.99, -2.07, -0.86], [-1.11, 0.71, -0.71], [-1.24, 0.87, -2.53], [-1.13, -1.49, -2.84], [-1.16, -3.04, -1.10], [-1.22, -1.78, 0.08]]
}

=====

{
  "formula": "C20H32BF4N6O9P3SW",
  "method": "ωB97M-V with the def2-TZVPD basis set",
  "gap_ev": 6.1,
  "relative_energy_kj_mol": 130.19,
  "species": ["W", "C", "C", "N", "N", "C", "O", "C", "C", "C", "C", "C", "C", "C", "C", "C", "C", "C", "N", "H", "H", "H", "H", "H", "H", "H", "H", "H", "H", "H", "H", "O", "P", "O", "O", "O", "P", "O", "O", "O", "H", "H", "F", "B", "F", "F", "F", "C", "N", "C", "P", "O", "N", "C", "C", "N", "C", "C", "H", "H", "H", "H", "H", "H", "H", "H", "H", "H", "H", "H", "H", "H", "H", "H", "H", "H", "S"],
  "coordinates": [[-0.32, 0.98, 0.78], [0.73, -1.07, 4.30], [0.10, -0.63, 3.00], [-0.10, 0.80, 2.80], [1.15, 1.45, 3.01], [1.27, 2.50, 2.29], [0.34, 2.72, 1.34], [2.42, 3.40, 2.45], [3.54, 3.01, 3.18], [4.60, 3.88, 3.30], [4.56, 5.14, 2.71], [3.44, 5.53, 1.98], [2.37, 4.65, 1.85], [-1.19, -1.29, 2.63], [-1.75, -2.41, 3.22], [-2.88, -2.96, 2.63], [-3.42, -2.37, 1.50], [-2.80, -1.24, 0.98], [-1.72, -0.71, 1.55], [1.58, -0.43, 4.51], [1.08, -2.10, 4.21], [0.03, -1.00, 5.13], [3.56, 2.03, 3.63], [5.48, 3.58, 3.86], [5.40, 5.82, 2.81], [3.40, 6.50, 1.52], [1.50, 4.94, 1.27], [-1.30, -2.84, 4.10], [-3.35, -3.84, 3.06], [-4.29, -2.77, 1.01], [-3.19, -0.73, 0.11], [-4.39, 0.97, 1.37], [-3.44, 2.05, 0.68], [-4.05, 3.36, 0.61], [-2.03, 1.86, 1.36], [-3.13, 1.36, -0.76], [-2.07, 2.16, -1.74], [-2.07, 1.30, -3.04], [-2.41, 3.55, -1.95], [-0.72, 1.85, -0.96], [-5.20, 1.41, 1.63], [-1.80, 0.36, -2.97], [3.22, 1.72, -2.00], [2.99, 2.40, -0.89], [3.77, 2.18, 0.14], [2.23, 3.46, -0.94], [1.46, 1.06, -0.10], [2.36, -1.65, -2.03], [1.15, -1.21, -2.74], [1.27, 0.12, -3.37], [-0.26, -1.56, -1.99], [-0.69, -0.70, -0.84], [-0.19, -3.13, -1.55], [-0.58, -3.66, -0.25], [0.32, -4.14, -2.46], [-1.43, -1.36, -3.20], [-1.20, -1.83, -4.56], [-2.79, -1.70, -2.77], [3.21, -1.19, -2.51], [2.46, -2.73, -2.11], [2.37, -1.35, -0.98], [2.20, 0.14, -3.95], [1.31, 0.92, -2.62], [0.45, 0.31, -4.04], [-1.04, -2.88, 0.35], [0.29, -4.04, 0.29], [-1.30, -4.47, -0.40], [0.72, -3.69, -3.36], [-0.48, -4.84, -2.75], [1.11, -4.72, -1.98], [-0.17, -1.70, -4.86], [-1.84, -1.26, -5.24], [-1.46, -2.89, -4.66], [-2.93, -1.45, -1.73], [-2.98, -2.77, -2.91], [-3.51, -1.14, -3.36], [1.07, -1.01, 1.48]]
}

=====

{
  "formula": "C15H13BaCl5FNSi",
  "method": "ωB97M-V with the def2-TZVPD basis set",
  "gap_ev": 7.0,
  "relative_energy_kj_mol": 45.46,
  "species": ["Ba", "Cl", "C", "C", "C", "Cl", "C", "Cl", "C", "Cl", "C", "Cl", "C", "Si", "C", "C", "N", "C", "C", "C", "C", "C", "C", "F", "H", "H", "H", "H", "H", "H", "H", "H", "H", "H", "H", "H", "H"],
  "coordinates": [[-1.45, 1.19, 0.50], [-4.51, 0.90, 2.44], [-3.27, 0.04, 3.31], [-2.02, -0.04, 2.73], [-1.07, -0.74, 3.45], [0.52, -0.87, 2.75], [-1.32, -1.34, 4.68], [-0.09, -2.20, 5.52], [-2.60, -1.23, 5.23], [-2.95, -1.94, 6.76], [-3.59, -0.54, 4.54], [-5.17, -0.39, 5.21], [1.54, 3.13, -0.18], [1.80, 1.62, -1.31], [3.29, 0.67, -0.62], [2.16, 2.29, -3.04], [0.34, 0.73, -1.20], [0.09, -0.43, -1.88], [0.98, -1.09, -2.76], [0.66, -2.26, -3.41], [-0.58, -2.86, -3.24], [-1.50, -2.26, -2.39], [-1.14, -1.10, -1.76], [-2.10, -0.51, -0.89], [2.43, 3.76, -0.19], [1.37, 2.84, 0.87], [0.70, 3.75, -0.51], [4.18, 1.30, -0.56], [3.53, -0.19, -1.24], [3.07, 0.31, 0.38], [3.02, 2.96, -3.04], [1.30, 2.86, -3.41], [2.35, 1.49, -3.75], [1.96, -0.65, -2.92], [1.38, -2.72, -4.07], [-0.84, -3.78, -3.75], [-2.48, -2.68, -2.22]]
}

=====

{
  "formula": "C4H16O3",
  "method": "ωB97M-V with the def2-TZVPD basis set",
  "smiles": "CCCC.O.O.O",
  "gap_ev": 11.8,
  "relative_energy_kj_mol": 77.94,
  "species": ["C", "C", "C", "C", "H", "H", "H", "H", "H", "H", "H", "H", "H", "H", "O", "H", "H", "O", "H", "H", "O", "H", "H"],
  "coordinates": [[-0.84, 1.68, 2.26], [-0.32, 0.45, 1.52], [-1.25, -0.05, 0.42], [-1.45, 0.94, -0.75], [-1.81, 1.45, 2.70], [-0.96, 2.54, 1.61], [-0.12, 1.99, 3.00], [-0.15, -0.35, 2.25], [0.65, 0.68, 1.06], [-2.22, -0.30, 0.87], [-0.89, -1.01, 0.04], [-1.03, 0.57, -1.67], [-0.98, 1.89, -0.47], [-2.50, 1.23, -0.81], [-2.25, -1.75, -3.70], [-1.87, -1.51, -2.84], [-2.54, -2.66, -3.63], [2.09, -4.54, -2.37], [2.64, -5.33, -2.45], [1.30, -4.71, -2.88], [3.46, 3.86, 3.19], [3.49, 3.01, 3.65], [3.78, 3.59, 2.31]]
}

=====

{
  "formula": "C3H4O2",
  "method": "ωB97M-V with the def2-TZVPD basis set",
  "gap_ev": 11.1,
  "relative_energy_kj_mol": 307.45,
  "species": ["C", "C", "C", "O", "O", "H", "H", "H", "H"],
  "coordinates": [[1.06, -0.04, 0.75], [2.93, -0.64, 1.27], [-0.15, -0.16, -0.37], [1.67, -1.16, 1.45], [2.42, 0.38, 0.49], [0.62, 0.63, 1.50], [-1.02, -0.58, 0.11], [0.22, -0.87, -1.12], [-0.29, 0.80, -0.82]]
}

=====

{
  "formula": "C6H12O2",
  "method": "ωB97M-V with the def2-TZVPD basis set",
  "gap_ev": [7.4, 7.3],
  "relative_energy_kj_mol": 721.93,
  "species": ["C", "C", "C", "C", "C", "C", "O", "O", "H", "H", "H", "H", "H", "H", "H", "H", "H", "H", "H", "H"],
  "coordinates": [[1.21, -0.83, 1.33], [0.19, 0.22, -0.67], [-1.67, 0.66, -1.90], [0.92, 1.53, -0.63], [-0.73, -0.15, 0.22], [-1.73, -0.33, 1.03], [2.20, -1.37, 0.50], [0.72, -1.78, 2.23], [0.37, -2.52, 1.72], [2.92, -1.73, 1.04], [1.55, 0.02, 1.92], [0.60, -0.56, -1.31], [1.96, 1.35, -0.35], [-2.11, 1.57, -1.52], [-1.11, 0.80, -2.82], [-2.35, -0.18, -1.96], [0.47, 2.22, 0.08], [0.91, 1.99, -1.62], [-1.56, -0.78, 2.00], [-2.75, -0.14, 0.72]]
}

=====

- What is the formula in the eighth record?
  C6H12O2